# 1
A structure of composition C55H60Br2ClGeN3O3PReSe at a distorted geometry. Source: the Open Molecules 2025 dataset; level of theory: wB97M-V/def2-TZVPD.

```
128
Properties=species:S:1:pos:R:3
Re 0.52 1.24 0.15
Br 3.47 3.83 -3.20
C 2.99 2.00 -3.19
C 3.53 1.12 -4.12
C 3.22 -0.23 -4.12
Br 4.00 -1.37 -5.40
C 2.32 -0.76 -3.16
C 1.92 -2.10 -3.07
C 1.01 -2.46 -2.10
C 0.54 -1.50 -1.20
N 0.91 -0.23 -1.25
C 1.78 0.15 -2.22
C 2.10 1.54 -2.21
O 1.56 2.30 -1.30
H 4.21 1.50 -4.87
H 2.31 -2.83 -3.75
H 0.66 -3.48 -2.02
H -0.18 -1.77 -0.44
C 1.62 4.23 4.01
C 1.81 3.19 2.91
P 0.34 2.99 1.83
C 0.24 4.63 0.95
C -1.09 5.36 1.06
C -1.04 2.93 3.04
C -2.29 2.25 2.49
H 2.56 4.39 4.53
H 0.89 3.88 4.74
H 1.28 5.18 3.62
H 2.02 2.22 3.36
H 2.65 3.46 2.26
H 0.46 4.42 -0.10
H 1.04 5.26 1.34
H -1.90 4.77 0.65
H -1.03 6.29 0.51
H -1.32 5.62 2.09
H -1.26 3.94 3.38
H -0.68 2.35 3.89
H -2.74 2.86 1.71
H -3.02 2.10 3.28
H -2.03 1.28 2.07
Cl 2.74 -5.96 2.98
C 1.48 -4.72 2.83
C -0.12 -4.03 1.58
C -0.52 -2.69 2.05
C 0.13 -2.02 3.01
C 0.92 -2.62 4.08
C 1.50 -3.83 4.02
C 0.31 -0.55 2.80
O 0.12 0.37 3.54
O 0.84 -0.40 1.58
H -0.66 -4.30 0.67
H -1.22 -2.14 1.42
H 1.00 -2.02 4.98
H 1.97 -4.24 4.89
C -6.82 3.46 0.79
C -5.50 3.83 0.15
C -5.01 2.84 -0.91
C -4.67 1.46 -0.33
N -3.92 0.67 -1.28
C -2.65 0.92 -1.67
Se -1.52 2.23 -0.88
N -2.34 0.12 -2.72
C -1.22 0.31 -3.61
C -1.66 0.71 -5.02
C -2.12 2.16 -5.19
C -3.44 2.48 -4.50
C -3.40 -0.72 -2.95
C -3.57 -1.79 -3.83
C -4.78 -2.45 -3.80
C -5.80 -2.07 -2.93
C -5.64 -1.02 -2.04
C -4.42 -0.35 -2.05
H -7.15 4.25 1.46
H -6.74 2.54 1.37
H -7.59 3.33 0.03
H -4.73 3.94 0.92
H -5.60 4.80 -0.34
H -4.11 3.25 -1.37
H -5.77 2.73 -1.68
H -5.57 0.92 -0.08
H -4.06 1.59 0.57
H -0.66 -0.63 -3.67
H -0.58 1.09 -3.19
H -2.45 0.05 -5.36
H -0.80 0.55 -5.68
H -2.24 2.34 -6.25
H -1.35 2.84 -4.82
H -4.18 1.70 -4.69
H -3.84 3.41 -4.87
H -3.31 2.59 -3.42
H -2.79 -2.09 -4.51
H -4.94 -3.29 -4.46
H -6.73 -2.61 -2.94
H -6.44 -0.74 -1.37
C 6.28 -1.07 -1.17
C 5.32 -0.08 -0.98
C 4.12 -0.39 -0.36
C 3.84 -1.69 0.03
C 4.80 -2.68 -0.17
C 6.02 -2.37 -0.76
Ge 2.46 -2.12 1.46
C 3.48 -1.25 2.97
C 3.61 0.13 2.92
C 4.42 0.79 3.82
C 5.13 0.07 4.77
C 5.02 -1.31 4.80
C 4.19 -1.97 3.91
C 1.43 -4.02 1.46
C 1.92 -4.84 0.32
C 1.51 -6.08 0.04
C 0.56 -6.88 0.79
C -0.10 -6.52 1.89
C 0.02 -5.20 2.58
H 7.23 -0.82 -1.61
H 5.53 0.94 -1.27
H 3.41 0.41 -0.17
H 4.63 -3.69 0.18
H 6.76 -3.13 -0.88
H 3.08 0.70 2.16
H 4.51 1.87 3.78
H 5.76 0.58 5.47
H 5.58 -1.88 5.53
H 4.11 -3.05 3.94
H 2.65 -4.37 -0.32
H 1.95 -6.57 -0.82
H 0.38 -7.87 0.40
H -0.76 -7.22 2.36
H -0.62 -5.15 3.46
```

Output
Molar mass, g/mol: 1375.1
HOMO energy (alpha / beta), eV: -12.6 / -12.6
Gap between HOMO and LUMO (alpha / beta), eV: 6.0 / 6.1
Total energy, eV: -354495.6093
Total charge: +2
Energy relative to the best compared isomer or geometry (same formula, charge and spin), kcal/mol: 91.3


# 2
A cluster of 9 separate species, C9H29N7O16 in total at a distorted geometry. Source: the Open Molecules 2025 dataset; level of theory: wB97M-V/def2-TZVPD.

```
61
Properties=species:S:1:pos:R:3
C 0.55 3.30 2.18
N 0.37 3.04 3.60
O -0.54 2.32 3.95
O 1.13 3.61 4.36
H 0.46 2.48 1.47
H 1.50 3.79 2.00
H -0.30 3.91 1.86
C 4.28 2.18 1.74
N 5.41 1.91 2.63
O 5.19 1.43 3.73
O 6.51 2.33 2.27
H 3.48 1.48 1.99
H 4.46 2.02 0.69
H 3.98 3.21 1.93
C 3.89 0.31 -2.50
N 2.95 1.46 -2.57
O 2.46 1.82 -1.52
O 2.64 1.89 -3.65
H 4.07 -0.09 -3.50
H 3.54 -0.47 -1.84
H 4.85 0.70 -2.19
C -0.36 -0.25 -0.88
N 0.89 -0.57 -0.12
O 1.22 0.18 0.76
O 1.42 -1.64 -0.38
H -0.75 -1.14 -1.37
H -0.08 0.52 -1.59
H -1.11 0.13 -0.19
C -1.86 -1.57 -4.23
N -2.91 -0.49 -4.15
O -3.22 -0.03 -3.08
O -3.32 -0.07 -5.21
H -1.98 -2.13 -5.14
H -2.12 -2.18 -3.37
H -0.88 -1.12 -4.12
C -2.17 -0.64 2.88
N -1.66 -1.52 3.98
O -0.73 -2.24 3.67
O -2.21 -1.49 5.05
H -1.54 -0.78 2.02
H -1.99 0.38 3.24
H -3.25 -0.74 2.75
C -5.48 -1.67 -0.56
N -4.20 -2.38 -0.74
O -4.21 -3.46 -1.26
O -3.21 -1.81 -0.30
H -5.36 -0.61 -0.43
H -6.00 -2.14 0.27
H -6.09 -1.87 -1.44
C -3.58 2.05 0.08
O -2.44 2.04 0.93
H -4.15 2.98 0.20
H -3.21 2.06 -0.94
H -4.25 1.21 0.27
H -2.73 2.18 1.84
C 3.44 -3.91 -0.72
O 4.62 -4.70 -0.88
H 2.60 -4.50 -0.37
H 3.65 -3.10 -0.02
H 3.13 -3.46 -1.67
H 5.22 -4.18 -1.42
```

Output
Molar mass, g/mol: 491.4
HOMO energy, eV: -10.4
SMILES: C[N+](=O)[O-].C[N+](=O)[O-].C[N+](=O)[O-].C[N+](=O)[O-].C[N+](=O)[O-].C[N+](=O)[O-].C[N+](=O)[O-].CO.CO
Gap between HOMO and LUMO, eV: 9.9
Total energy, eV: -52972.9051
Total charge: 0
Energy relative to the best compared isomer or geometry (same formula, charge and spin), kcal/mol: 19.2